w | 14
Properties=species:S:1:pos:R:3:nbo_charge:R:1 method="wB97M-V/def2-TZVPD" orbital_gap_ev=8.6
H -2.1117 1.4005 -0.2260 0.200
O 1.2895 -1.0674 -0.3654 -0.864
H -0.7009 2.5467 -0.5798 0.200
N -0.7068 0.9199 1.0802 -0.971
H -0.0990 1.0369 1.9400 0.430
P -0.7767 -0.6962 0.6818 1.480
H 2.2376 -2.1607 -1.8402 0.146
H -1.8500 2.6125 0.9543 0.207
C 1.4594 -1.3045 -1.7269 -0.235
H 0.5242 -1.5954 -2.2116 0.147
H 1.9136 -0.3978 -2.1948 0.144
C -1.3574 1.9520 0.2799 -0.403
O -0.1671 -1.1746 2.0975 -1.023
H 0.3453 -2.0719 2.1110 0.541

=====

x | 14
Properties=species:S:1:pos:R:3:nbo_charge:R:1 method="wB97M-V/def2-TZVPD" orbital_gap_ev="9.0 / 9.0"
H -0.5645 0.7868 1.4175 0.228
P -2.5455 0.0056 0.1347 1.969
N 0.6116 -0.7143 -0.2635 -0.568
O -3.3587 0.6946 -0.8548 -1.065
C -0.9238 0.7260 0.4036 -0.660
H 0.1370 -0.9347 -1.1399 0.341
H 2.2482 0.3386 0.4109 0.193
H -0.6859 1.5738 -0.2175 0.234
O -2.3402 -1.5326 -0.2441 -0.981
H 2.4717 -0.5874 -1.0871 0.212
C 1.7781 0.0567 -0.5317 -0.447
H 1.6188 0.9541 -1.1431 0.178
H -1.6549 -1.9539 0.2769 0.510
H -3.1065 -0.0612 1.4134 -0.145

=====

x has the most favorable energy; the next structure is 0.135 eV above.

=====

w | 88
Properties=species:S:1:pos:R:3:lowdin_charge:R:1 method="wB97M-V/def2-TZVPD" orbital_gap_ev=8.8 smiles="NC(N)=O.NC(N)=O.NC(N)=O.NC(N)=O.NC(N)=O.NC(N)=O.NC(N)=O.NC(N)=O.NC(N)=O.NC(N)=O.NC(N)=O"
N 4.9218 -0.5905 -5.0508 0.147
H 2.1103 2.0069 1.8288 0.062
H -2.0005 0.6730 0.1733 0.076
H 2.7728 -4.6514 -1.1074 0.051
H -3.5623 2.4059 2.9938 0.094
O -0.7563 0.2484 -1.9133 -0.038
H -2.3710 1.4617 2.0360 0.060
O 0.9274 -0.0838 3.5866 0.017
O -1.1920 3.7190 0.9191 0.024
H 2.4022 -6.3754 -0.6209 0.095
N 0.0353 -1.5647 -0.7441 0.193
N -5.1821 2.8568 -1.5365 0.127
H -4.7516 1.5032 4.5288 0.101
N -1.3991 -0.1319 0.2261 0.188
H -2.6341 -3.2652 4.5279 0.108
N 2.3085 -5.3762 -0.5897 0.164
H -2.9696 2.8813 -2.3970 0.073
O -0.3314 5.1264 -2.8727 0.005
H 3.1155 -0.6576 -3.3819 0.091
H 3.0186 -1.0676 1.0414 0.100
C -0.3951 3.9348 -3.1636 -0.707
N -3.1440 1.9598 -2.0353 0.175
H -1.0479 2.4671 -4.4975 0.103
H 2.9264 2.9089 0.5017 0.112
C -1.5630 -3.7279 2.8196 -0.654
N 0.3154 2.9807 -2.5185 0.171
N 4.0234 -0.5079 -2.9859 0.139
N 4.2753 -3.5642 -2.4158 0.151
H 4.0461 -1.0695 -5.1406 0.080
C -3.8412 0.4515 3.0362 -0.651
C 1.5360 -4.8759 0.4406 -0.634
H 2.0571 0.8306 5.6470 0.117
H 2.7296 -5.3992 -4.4510 0.109
H -5.3136 -0.1369 4.2699 0.116
H -0.7104 -3.5732 1.0245 0.059
H -2.9808 -2.3400 3.1015 0.043
N 3.4803 -4.9468 -3.9582 0.160
H 4.2028 -2.6813 -1.9339 0.100
H -4.9668 3.7163 -2.0077 0.095
O 2.1385 -3.2638 -3.0775 0.018
N -1.9267 5.7636 1.6193 0.146
H 2.0250 -0.1011 2.0376 0.043
C -2.0879 4.5281 1.0373 -0.683
H 0.0130 2.0172 -2.5517 0.051
N 1.1525 -5.7265 1.4307 0.175
C 3.1918 -3.8910 -3.1569 -0.725
N -4.7069 0.6300 4.0399 0.173
O -0.7515 -4.5110 3.3113 0.000
C 0.8100 1.0378 4.0647 -0.663
H 4.4194 -5.2661 -4.0837 0.095
N 2.5989 -0.1694 1.2061 0.174
O -4.8437 0.6310 -1.2771 0.018
N -1.1557 3.4016 -4.1507 0.140
H -0.0010 1.7984 2.3891 0.069
N -1.5429 -3.2839 1.5194 0.172
H -1.1066 5.8521 2.1927 0.097
H -3.5591 3.5618 0.0457 0.059
H -2.3484 1.3196 -2.0243 0.062
H 0.0965 -1.9784 0.1711 0.047
H 0.8482 3.2060 -1.6965 0.098
N -3.3768 4.3624 0.6321 0.160
C 2.9741 0.9032 0.4219 -0.642
O -3.5672 -0.6377 2.5203 -0.006
H 5.4371 -0.3123 -5.8619 0.098
C -4.4119 1.7329 -1.6144 -0.694
H 4.0790 -0.2046 -2.0163 0.055
N -2.4594 -3.0703 3.5610 0.168
N 0.2125 2.0643 3.3377 0.145
O 3.8017 0.8183 -0.4771 0.012
N -3.1602 1.5566 2.6434 0.183
H -1.4440 -0.7344 1.0302 0.070
H -4.0779 5.0686 0.7378 0.095
H -2.6408 6.4646 1.6238 0.090
H -1.9198 3.9544 -4.4990 0.101
H 5.0005 -4.2522 -2.3761 0.103
H 0.5645 -5.2480 2.1070 0.057
H -6.1173 2.7260 -1.1912 0.105
H 0.5860 -1.9823 -1.4734 0.090
C -0.7392 -0.4748 -0.9005 -0.623
H 0.5069 3.0002 3.5456 0.092
H 1.7154 -6.5357 1.6089 0.098
N 1.5131 1.4837 5.1061 0.165
H 1.3138 2.3414 5.5905 0.104
C 5.1236 -0.2418 -3.7452 -0.683
O 1.3317 -3.6667 0.4440 -0.009
O 6.0879 0.3636 -3.3040 0.024
N 2.5646 2.0811 0.9389 0.170
H -2.2533 -2.6615 1.1833 0.087

=====

x | 88
Properties=species:S:1:pos:R:3:lowdin_charge:R:1 method="wB97M-V/def2-TZVPD" orbital_gap_ev=8.5 smiles="NC(N)=O.NC(N)=O.NC(N)=O.NC(N)=O.NC(N)=O.NC(N)=O.NC(N)=O.NC(N)=O.NC(N)=O.NC(N)=O.NC(N)=O"
O -1.7532 -26.1110 -32.4053 -0.009
N -2.1658 -25.3922 -29.1975 0.163
N -2.7688 -26.4835 -27.2949 0.153
H -0.5406 -22.3032 -35.1422 0.069
H 4.3017 -21.8068 -35.9939 0.090
O 6.2548 -26.5370 -30.5658 -0.021
H -2.8077 -27.2467 -26.6453 0.108
H -3.6147 -25.9806 -34.1722 0.104
N -2.1882 -17.6152 -35.7791 0.152
H 8.1003 -25.3385 -31.6820 0.100
H -4.1666 -27.5545 -33.8986 0.103
O -2.2914 -22.8612 -39.6444 0.009
N 1.3319 -27.6593 -30.1399 0.174
N 3.9454 -26.0844 -35.1688 0.166
H 0.2501 -21.9637 -39.6716 0.110
O -1.7961 -18.6459 -37.7426 -0.004
H -2.2564 -17.7459 -34.7823 0.092
C -2.2616 -26.5698 -28.5437 -0.687
H 7.6619 -23.1378 -36.0535 0.114
N -1.3901 -19.7822 -35.8728 0.163
N 0.8054 -24.0376 -32.8574 0.182
C 6.1832 -25.8284 -31.5821 -0.661
O 2.6736 -26.5195 -31.5691 -0.035
H -2.7309 -24.5928 -28.9711 0.093
H -1.7733 -22.4200 -37.3696 0.049
O 1.7558 -22.7102 -34.4411 -0.034
H -0.0123 -24.4284 -32.4254 0.065
N -0.4939 -22.7169 -34.2220 0.193
O -0.1062 -21.8777 -37.2195 -0.059
H -2.8807 -28.9496 -32.9243 0.097
H -4.4468 -24.0838 -39.7272 0.102
H 0.5350 -27.2637 -30.6088 0.083
H 5.0989 -24.6643 -32.7497 0.062
H -4.9749 -21.3190 -33.2778 0.108
H 3.8500 -25.4268 -35.9181 0.094
C 2.5621 -27.2822 -30.5882 -0.632
N -2.6822 -22.8827 -37.4102 0.169
H -5.3188 -21.8484 -31.7601 0.091
H 1.9138 -22.5682 -39.4719 0.095
N -4.6532 -21.8871 -32.5100 0.140
C -3.7499 -22.8961 -32.7576 -0.631
C 0.8903 -22.3877 -37.7686 -0.610
H -2.5140 -16.7323 -36.1187 0.105
N 3.7193 -28.1686 -34.3379 0.162
C 5.9369 -22.6790 -35.0869 -0.643
H -1.5018 -19.9120 -34.8812 0.087
N 6.7699 -22.6879 -36.1405 0.178
N 1.0305 -22.2622 -39.1101 0.180
N 5.0221 -25.4632 -32.1355 0.152
H -1.0821 -20.5801 -36.4201 0.045
H 3.7084 -29.1636 -34.4648 0.102
O 6.0499 -23.4137 -34.0828 -0.032
O -3.1752 -22.9766 -33.8460 -0.005
H 1.7084 -24.4374 -32.6719 0.077
C 0.7314 -23.1000 -33.8624 -0.629
H 3.5582 -28.2944 -29.0701 0.109
N 4.8054 -21.9558 -35.1328 0.170
C -3.0064 -23.1646 -38.6853 -0.694
H 4.4144 -27.2958 -30.2675 0.075
H -4.5230 -23.5629 -31.1532 0.092
C -2.4213 -27.0333 -32.8682 -0.653
N 7.2186 -25.1206 -32.1185 0.154
H -1.3545 -22.9888 -33.7539 0.055
H 4.2370 -21.9284 -34.3038 0.097
H 4.0725 -25.7520 -31.8706 0.032
N -3.4598 -26.8662 -33.7185 0.170
H -1.7061 -28.4722 -31.6992 0.099
N -3.8419 -23.8625 -31.8178 0.179
H -3.1066 -23.2648 -36.5881 0.081
C 3.9859 -27.4085 -35.4426 -0.681
H -1.7736 -25.3726 -30.1266 0.072
O -1.8435 -27.6285 -29.0093 0.004
H 1.2993 -28.0234 -29.2057 0.097
H -3.2515 -25.6590 -26.9826 0.096
H 2.6274 -23.3414 -37.7064 0.097
N 3.6059 -27.8523 -29.9677 0.191
N -2.1462 -28.3452 -32.6003 0.176
H -3.2742 -24.6971 -31.8502 0.063
O 4.0220 -27.8324 -36.5969 -0.003
C -1.7948 -18.6565 -36.5034 -0.706
N -4.1295 -23.9070 -38.7878 0.139
N 1.9239 -22.9278 -37.1221 0.176
H 7.1843 -24.4950 -32.9040 0.052
H 6.4624 -22.2643 -36.9966 0.104
H -4.7675 -24.0027 -38.0226 0.087
H 3.7244 -27.7131 -33.4412 0.064
H 3.8058 -25.8104 -34.2142 0.059
H 1.8877 -23.0408 -36.0945 0.057

=====

x has the most favorable energy; the next structure is 0.121 eV above.

=====

w | 47
Properties=species:S:1:pos:R:3:nbo_charge:R:1 method="wB97M-V/def2-TZVPD" orbital_gap_ev=9.7 smiles="O=C(NCC[C@@H](F)Cn1cc(C2(C3CC3)CC2)nn1)c1ncnc(O)c1Br"
C -1.0907 5.1552 -1.6577 0.273
H -0.7585 0.3803 4.2533 0.220
N -1.4120 4.4474 -0.5888 -0.455
H -0.7421 -1.7881 1.5904 0.232
H 1.5598 4.1688 -3.8490 0.502
C -1.1146 2.4839 0.7900 0.655
H -0.5689 2.8387 4.0395 0.216
C -0.2305 -2.5283 -1.3121 -0.122
C -0.2983 -1.6941 -2.5582 -0.403
C 1.5240 -0.7236 3.0216 -0.243
C -0.4828 0.8173 3.2897 -0.458
O -1.7992 1.4911 0.6325 -0.605
H -0.8025 -4.1961 -3.5443 0.210
H 1.3687 1.2723 2.2650 0.184
F 1.6169 1.2760 4.2637 -0.375
C 0.2053 -1.7051 1.0887 -0.098
H -1.7508 -0.9111 -1.0650 0.232
H -0.9691 0.2428 2.5036 0.244
N 1.9089 -1.6964 -0.3090 -0.260
C 0.8761 -4.7180 -2.1759 -0.413
C -0.6965 3.3348 -0.3884 0.126
H 2.5968 -0.7294 3.2019 0.248
H -0.1771 3.7992 2.0132 0.410
H -0.5121 -4.5154 -0.4790 0.214
H -1.6632 6.0564 -1.8413 0.188
H -2.0851 2.2465 3.3541 0.212
O 1.5559 3.4804 -3.1681 -0.633
H 1.5661 -4.0791 -2.7107 0.222
N -0.1332 4.8733 -2.5357 -0.507
N 1.3276 -1.2538 1.6881 -0.173
C 0.5791 3.7825 -2.3145 0.524
C 0.3350 2.9518 -1.2165 -0.223
H 1.0374 -1.3747 3.7490 0.210
C 1.0148 0.7086 3.1323 0.198
H -1.0885 -5.6952 -2.5623 0.215
C 0.5836 -1.9864 -0.1965 0.157
C -0.5478 -4.7642 -2.6605 -0.423
H -2.3331 -2.3799 -1.9908 0.216
N -0.6578 2.9166 1.9827 -0.605
C -0.2063 -4.0286 -1.3992 -0.208
Br 1.3708 1.4231 -0.8926 0.139
C -1.0001 2.2506 3.2309 -0.216
H -0.3382 -2.1993 -3.5128 0.212
H 1.3105 -5.6211 -1.7711 0.213
C -1.4957 -1.7834 -1.6538 -0.409
N 2.3496 -1.2524 0.8242 -0.072
H 0.2680 -0.7738 -2.5606 0.228

=====

x | 47
Properties=species:S:1:pos:R:3:nbo_charge:R:1 method="wB97M-V/def2-TZVPD" orbital_gap_ev=9.2 smiles="O=C(NCC[C@@H](F)Cn1cc(C2(C3CC3)CC2)nn1)c1ncnc(O)c1Br"
C 1.3082 2.0947 -3.4907 -0.198
H -0.1274 -0.5205 2.0118 0.231
C 1.4807 2.4186 -4.8469 0.507
Br 2.8245 2.3284 -2.3772 0.118
N 2.0118 -2.1034 -0.7671 -0.164
H -0.0984 -6.1187 -5.4940 0.217
H 0.4196 -2.4614 -6.0851 0.212
N -0.8817 1.4065 -4.0434 -0.418
H 0.2138 -3.2496 -0.9013 0.231
H 0.4800 1.8628 1.3704 0.207
H 1.1683 2.0824 -0.7983 0.409
C 1.0090 -2.7384 -1.4139 -0.102
O 2.6542 2.9133 -5.2632 -0.639
O -1.4082 0.4859 -1.6079 -0.589
N 2.8519 -1.5317 -1.6272 -0.080
C 0.0651 1.6051 -3.1156 0.118
H -0.1027 -4.4967 -6.2841 0.211
C 0.2983 -0.2608 1.0390 -0.459
H -1.5775 -3.0487 -4.6164 0.215
C 1.7912 -0.5144 1.0761 0.202
F 2.2735 -0.3012 2.3703 -0.368
H 3.2510 -2.0735 0.8901 0.236
C 0.7318 -4.5094 -4.2121 -0.206
N 2.4155 -1.7976 -2.8335 -0.262
H -0.1838 -0.9160 0.3101 0.232
C 1.7850 -4.9658 -5.1777 -0.416
C 0.3295 -5.1251 -5.5160 -0.424
H 2.3119 0.1939 0.4260 0.176
C -0.0501 1.1849 0.6987 -0.216
H -1.1168 1.3551 0.8418 0.224
C 1.2867 -2.5408 -2.7464 0.155
H 2.5845 3.0272 -6.2200 0.504
H 1.6172 -2.6772 1.1803 0.215
H 0.8477 -1.1101 -4.9714 0.223
C 0.3795 -2.0799 -5.0729 -0.405
H -1.4042 1.5702 -6.0190 0.191
H 0.5851 -5.1189 -3.3261 0.214
C -0.6171 1.7377 -5.2918 0.274
C 2.1985 -1.9182 0.6565 -0.240
H 2.3662 -5.8456 -4.9341 0.214
C -0.7999 -2.4141 -4.2093 -0.407
C -0.3856 1.1328 -1.7249 0.641
N 0.3224 1.5503 -0.6534 -0.624
H 2.3554 -4.2006 -5.6886 0.220
C 0.5453 -3.0392 -3.9346 -0.121
N 0.5246 2.2498 -5.7466 -0.498
H -1.1742 -1.6609 -3.5259 0.238

=====

w has the most favorable energy; the next structure is 0.260 eV above.